1.
A cluster of 3 separate species, C23H38ClN4O9PS2 in total, computed with ωB97M-V/def2-TZVPD.

Calculated values
- highest occupied orbital energy (eV) = -8.2
- HOMO-LUMO gap (eV) = 6.8

Each line ends with the Löwdin charge.
CARTESIAN COORDINATES (ANGSTROEM)
1 C -3.56 3.79 -4.16  -0.11
2 C -4.58 2.47 -4.08  -0.25
3 O -4.00 1.25 -4.66  -0.22
4 C -3.72 0.23 -3.60  -0.15
5 C -2.24 0.55 -2.96  -0.17
6 O -1.53 -0.62 -2.43  -0.17
7 C -0.99 -0.33 -1.06  -0.04
8 C 0.44 0.51 -0.88  0.00
9 C 1.19 0.97 -2.27  -0.13
10 O 0.59 2.14 -2.94  -0.13
11 N -0.15 2.88 -2.10  -0.04
12 O 0.03 4.05 -2.41  0.02
13 C 1.09 0.84 0.62  -0.02
14 C 2.51 1.64 0.85  -0.19
15 C 2.58 3.13 0.17  -0.60
16 C 3.77 3.20 -1.01  -0.14
17 Cl 3.17 4.32 1.50  0.48
18 C 0.21 0.25 1.90  -0.02
19 C 0.76 0.49 3.46  -0.15
20 C 0.02 1.81 4.12  -0.15
21 N -1.33 1.63 4.47  0.03
22 C -1.22 -0.60 1.72  -0.09
23 N -1.89 -1.06 2.98  0.05
24 C -3.14 -1.85 2.74  -0.03
25 C -3.68 -2.15 1.23  -0.20
26 C -5.07 -3.07 1.12  -0.20
27 P -4.70 -4.93 0.78  0.73
28 O -5.28 -5.39 -0.65  -0.40
29 O -2.96 -5.14 0.68  -0.23
30 O -5.43 -6.01 1.95  -0.23
31 N -3.09 -1.68 -0.07  0.12
32 C -1.85 -0.91 0.25  -0.06
33 H -3.15 4.11 -3.09  0.07
34 H -4.13 4.75 -4.57  0.08
35 H -2.62 3.56 -4.83  0.08
36 H -4.94 2.37 -2.97  0.12
37 H -5.54 2.80 -4.70  0.13
38 H -4.59 0.23 -2.81  0.13
39 H -3.66 -0.81 -4.18  0.15
40 H -1.58 1.00 -3.84  0.14
41 H -2.39 1.37 -2.13  0.14
42 H 1.06 0.05 -3.03  0.13
43 H 2.36 1.06 -2.09  0.13
44 H 3.36 0.93 0.40  0.13
45 H 2.80 1.77 1.99  0.07
46 H 1.56 3.56 -0.20  0.09
47 H 4.57 2.36 -0.73  0.09
48 H 3.33 3.03 -2.09  0.08
49 H 4.37 4.22 -0.94  0.07
50 H 1.93 0.51 3.53  0.07
51 H 0.41 -0.44 4.13  0.12
52 H 0.54 2.84 4.32  0.11
53 H -1.71 2.52 4.88  0.02
54 H -3.71 -2.27 3.69  0.12
55 H -5.83 -2.61 0.35  0.12
56 H -5.60 -3.01 2.19  0.10
57 H -2.62 -5.63 1.49  0.08
58 H -4.75 -6.68 2.30  0.09
59 C 1.62 -4.23 -4.20  -0.27
60 S 2.19 -2.93 -3.09  0.79
61 O 3.69 -2.92 -3.13  -0.56
62 C 1.70 -3.76 -1.56  -0.26
63 H 1.86 -3.94 -5.23  0.05
64 H 2.12 -5.17 -3.97  0.06
65 H 0.54 -4.34 -4.11  0.06
66 H 2.19 -4.73 -1.49  0.06
67 H 0.61 -3.89 -1.55  0.05
68 H 2.00 -3.14 -0.71  0.05
69 C 4.96 2.69 4.82  -0.26
70 S 5.35 1.36 3.66  0.81
71 O 4.15 0.47 3.58  -0.57
72 C 6.56 0.53 4.72  -0.27
73 H 4.19 3.32 4.38  0.03
74 H 4.60 2.27 5.76  0.06
75 H 5.86 3.29 5.00  0.06
76 H 6.10 0.25 5.67  0.06
77 H 7.40 1.21 4.91  0.05
78 H 6.92 -0.36 4.21  0.05

=====

2.
A cluster of 2 separate species, C23H38N2O3 in total, computed with ωB97M-V/def2-TZVPD.

Calculated values
- highest occupied orbital energy (eV) = -3.7
- HOMO-LUMO gap (eV) = 1.8

Each line ends with the Löwdin charge.
CARTESIAN COORDINATES (ANGSTROEM)
1 C -0.19 1.01 0.69  0.05
2 C 0.72 0.81 -0.26  -0.20
3 O 1.28 1.83 -1.00  0.04
4 C 0.73 1.99 -2.25  -0.44
5 O 1.42 1.97 -3.21  0.19
6 C -0.73 2.27 -2.35  -0.11
7 C -1.19 3.56 -2.64  0.03
8 C -2.54 3.80 -2.70  -0.03
9 N -3.44 2.81 -2.48  -0.08
10 C -4.88 3.11 -2.50  -0.10
11 C -5.30 3.68 -1.11  -0.17
12 C -6.58 3.06 -0.55  -0.21
13 C -6.49 1.55 -0.25  -0.20
14 C -7.47 0.69 -1.10  -0.23
15 C -6.76 -0.28 -2.08  -0.10
16 C -3.03 1.54 -2.23  -0.01
17 C -1.68 1.27 -2.16  0.01
18 H -0.96 0.27 0.86  0.07
19 H -0.18 1.86 1.36  0.07
20 H 1.03 -0.22 -0.43  0.13
21 H -0.50 4.37 -2.80  0.13
22 H -2.93 4.78 -2.91  0.13
23 H -5.44 2.21 -2.73  0.12
24 H -5.02 3.90 -3.23  0.12
25 H -4.49 3.48 -0.41  0.12
26 H -5.38 4.77 -1.17  0.11
27 H -7.44 3.30 -1.17  0.11
28 H -6.77 3.57 0.40  0.11
29 H -5.47 1.16 -0.30  0.10
30 H -6.80 1.41 0.78  0.10
31 H -8.05 0.08 -0.41  0.10
32 H -8.11 1.35 -1.67  0.09
33 H -5.68 -0.12 -2.05  0.03
34 H -6.93 -1.32 -1.83  0.07
35 H -7.07 -0.13 -3.11  0.07
36 H -3.76 0.76 -2.08  0.11
37 H -1.34 0.27 -1.96  0.13
38 C 4.51 -4.72 2.40  -0.03
39 C 4.01 -3.27 2.52  -0.51
40 C 4.92 -2.50 3.48  -0.15
41 C 6.32 -2.18 2.94  -0.18
42 C 6.36 -2.04 1.41  -0.15
43 C 5.01 -1.70 0.77  -0.53
44 N 4.03 -2.72 1.15  -0.17
45 O 2.83 -2.52 0.60  -0.17
46 C 5.22 -1.78 -0.75  -0.05
47 C 4.59 -0.28 1.12  -0.02
48 C 2.63 -3.31 3.15  -0.06
49 H 3.86 -5.30 1.74  0.08
50 H 4.53 -5.22 3.38  0.08
51 H 5.52 -4.77 1.99  0.07
52 H 4.43 -1.56 3.75  0.10
53 H 5.01 -3.05 4.42  0.11
54 H 6.67 -1.25 3.41  0.10
55 H 7.03 -2.95 3.25  0.10
56 H 7.11 -1.29 1.13  0.11
57 H 6.72 -2.98 0.98  0.11
58 H 5.45 -2.80 -1.05  0.08
59 H 6.05 -1.13 -1.05  0.08
60 H 4.33 -1.46 -1.29  0.07
61 H 5.34 0.45 0.80  0.08
62 H 4.45 -0.12 2.20  0.07
63 H 3.65 -0.02 0.63  0.06
64 H 2.69 -3.77 4.13  0.08
65 H 1.93 -3.89 2.55  0.08
66 H 2.22 -2.30 3.27  0.08

=====

3.
A structure of composition C23H38N2O6PtSSeSi2, computed with ωB97M-V/def2-TZVPD.

Calculated values
- relative energy (zero: lowest compared OMol25 entry of this formula, charge and spin) (kcal/mol) = 5.9
- highest occupied orbital energy (spin up / spin down) (eV) = -8.0 / -8.5
- multiplicity = 5
- HOMO-LUMO gap (spin up / spin down) (eV) = 7.8 / 6.0

Each line ends with the Mulliken spin population.
CARTESIAN COORDINATES (ANGSTROEM)
1 Pt -0.41 -0.12 -0.01  1.47
2 C 1.56 1.10 8.56  0.00
3 C 0.78 0.61 7.37  0.07
4 C -0.52 1.05 7.15  -0.02
5 C -1.26 0.62 6.05  -0.04
6 C -2.66 1.12 5.83  0.07
7 C -0.64 -0.27 5.16  0.07
8 Se -1.56 -0.83 3.63  1.65
9 C 0.66 -0.75 5.37  -0.09
10 C 1.32 -1.71 4.42  0.09
11 C 1.35 -0.29 6.48  -0.02
12 H 0.99 1.82 9.14  0.00
13 H 2.48 1.58 8.24  0.01
14 H 1.83 0.27 9.21  0.01
15 H -0.98 1.74 7.84  0.00
16 H -2.99 1.70 6.70  0.00
17 H -3.36 0.30 5.69  -0.01
18 H -2.70 1.76 4.95  -0.01
19 H 1.52 -1.21 3.47  -0.04
20 H 0.68 -2.57 4.21  -0.01
21 H 2.26 -2.08 4.83  0.00
22 H 2.36 -0.64 6.65  0.00
23 C -0.79 0.49 -3.41  0.00
24 Si -1.81 -0.89 -2.63  0.06
25 C -3.44 -0.16 -2.06  0.00
26 C -2.19 -2.13 -4.00  0.02
27 C -0.96 -1.72 -1.17  0.15
28 Si 0.36 -3.01 -1.45  0.02
29 C 1.68 -2.40 -2.65  0.00
30 C 1.13 -3.48 0.21  0.00
31 C -0.36 -4.61 -2.14  0.00
32 H -1.25 0.82 -4.34  0.00
33 H 0.23 0.17 -3.64  0.00
34 H -0.73 1.35 -2.74  0.00
35 H -3.98 0.30 -2.89  0.00
36 H -3.28 0.62 -1.30  0.00
37 H -4.08 -0.92 -1.62  0.00
38 H -2.79 -1.66 -4.78  0.00
39 H -2.73 -2.99 -3.62  0.00
40 H -1.27 -2.49 -4.47  0.00
41 H -1.78 -2.21 -0.62  -0.02
42 H 1.64 -1.33 -2.80  0.00
43 H 1.55 -2.88 -3.62  0.00
44 H 2.68 -2.65 -2.29  0.00
45 H 1.16 -2.64 0.90  0.01
46 H 2.14 -3.87 0.09  0.00
47 H 0.53 -4.27 0.69  0.00
48 H -0.74 -4.48 -3.16  0.00
49 H -1.18 -4.97 -1.52  0.00
50 H 0.40 -5.38 -2.16  0.00
51 O 7.10 -1.93 1.65  0.00
52 C 7.35 -1.29 0.43  0.00
53 N 6.30 -0.37 0.04  0.00
54 C 5.07 -0.87 -0.23  0.00
55 O 4.85 -2.07 -0.21  0.00
56 C 3.99 0.11 -0.54  0.01
57 C 4.21 1.38 -1.07  -0.01
58 C 3.13 2.20 -1.33  0.01
59 C 1.86 1.73 -1.04  -0.01
60 N 1.65 0.51 -0.55  0.13
61 C 2.68 -0.28 -0.30  -0.03
62 H 6.36 -2.53 1.50  0.00
63 H 7.46 -2.02 -0.38  0.00
64 H 8.28 -0.73 0.54  0.00
65 H 6.38 0.59 0.34  0.00
66 H 5.22 1.71 -1.31  0.00
67 H 3.26 3.19 -1.74  0.00
68 H 0.98 2.35 -1.19  0.01
69 H 2.48 -1.26 0.10  0.00
70 O 0.22 0.27 2.10  0.21
71 S -0.41 1.68 2.17  0.00
72 O 0.42 2.57 2.94  0.03
73 O -0.53 2.04 0.73  0.08
74 O -1.76 1.49 2.77  0.13

=====

Number 1: calculated total energy -92315.584 eV. Number 2: calculated total energy -33582.439 eV. Number 3: calculated total energy -134915.743 eV.